103
Properties=species:S:1:pos:R:3:mulliken_charge:R:1 method="wB97M-V/def2-TZVPD" total_charge=-2 orbital_gap_ev=4.4
Sr 0.2721 -0.9802 -0.8095 0.7396
O 0.6005 1.8460 1.5581 0.0335
C -0.5686 2.6077 1.6371 -1.4307
C -1.4172 2.6072 0.3865 0.7855
C -2.2830 3.6687 0.1401 -1.1018
C -3.1206 3.6107 -0.9580 -0.5511
C -3.0497 2.5028 -1.7892 -0.9913
C -2.1356 1.5070 -1.4840 -0.4103
N -1.3362 1.5523 -0.4130 1.4510
H 0.3844 0.8783 1.5408 0.1132
H -0.2737 3.6380 1.8563 0.5806
H -1.2119 2.2732 2.4627 0.3426
H -2.2933 4.5197 0.8111 0.4485
H -3.8070 4.4218 -1.1706 0.3748
H -3.6719 2.4070 -2.6685 0.4521
H -2.0451 0.6320 -2.1148 0.0553
S 2.0964 -1.2895 -5.5628 -0.4179
C 1.5043 -1.1381 -3.9964 0.1417
S -0.0758 -0.4760 -3.7011 -0.4287
S 2.4872 -1.6204 -2.6339 -0.5847
C 6.0395 -3.5948 1.7993 -0.4128
C 5.9682 -2.7883 2.9288 -0.6704
C 5.0668 -1.7353 2.9766 -0.2999
C 4.2261 -1.4675 1.8965 0.4276
C 4.3156 -2.2776 0.7649 -0.3582
C 5.2103 -3.3384 0.7177 -0.7106
P 2.9445 -0.1420 1.8514 1.5275
C 3.6509 1.0494 3.0556 0.0678
C 4.9393 1.5500 2.8457 -0.3715
C 5.4668 2.5336 3.6675 -0.6576
C 4.7119 3.0461 4.7154 -0.4770
C 3.4265 2.5680 4.9250 -0.7405
C 2.8998 1.5808 4.1018 -0.5774
C 1.5804 -0.9703 2.7509 -0.6119
C 1.7683 -1.5162 4.0256 0.1362
C 0.7665 -2.2696 4.6087 -0.9791
C -0.4019 -2.5046 3.8866 -0.9738
C -0.5656 -1.9467 2.6266 -1.0903
C 0.3952 -1.1190 2.0020 0.1662
H 6.7448 -4.4168 1.7618 0.3498
H 6.6157 -2.9814 3.7766 0.3696
H 5.0224 -1.1099 3.8608 0.3023
H 3.6939 -2.0698 -0.1011 0.1392
H 5.2611 -3.9490 -0.1749 0.4677
H 5.5324 1.1625 2.0262 0.4315
H 6.4687 2.9048 3.4859 0.4015
H 5.1213 3.8161 5.3586 0.3550
H 2.8243 2.9671 5.7329 0.3969
H 1.8901 1.2246 4.2615 0.3784
H 2.7038 -1.3639 4.5565 0.2835
H 0.9016 -2.6955 5.5968 0.3718
H -1.1850 -3.1272 4.3091 0.4558
H -1.4851 -2.1831 2.0967 0.8245
N -3.0321 0.0224 1.9176 -0.2803
C -3.9593 -0.9448 2.2850 0.0806
C -4.0205 -1.4218 3.5980 -0.2180
C -4.9631 -2.3712 3.9590 -0.5415
C -5.8648 -2.8700 3.0275 -0.6063
C -5.8053 -2.3987 1.7208 -0.2706
C -4.8721 -1.4456 1.3526 -0.2332
H -2.1795 -0.0334 2.4605 0.0473
H -2.7869 -0.0133 0.9301 -0.0141
H -3.3042 -1.0557 4.3249 0.3981
H -4.9825 -2.7356 4.9801 0.3512
H -6.5896 -3.6232 3.3093 0.3778
H -6.4802 -2.7930 0.9691 0.3699
H -4.8056 -1.1004 0.3300 0.3813
C 0.3946 4.2081 -2.2438 -0.9749
C 1.6100 3.8129 -1.4157 -1.0221
As 2.2276 1.9603 -1.7669 0.9904
C 4.0325 2.2995 -1.0234 -1.2551
C 4.9527 1.0848 -1.0160 -0.9305
C 2.6295 2.2355 -3.6875 -0.7175
C 3.9060 1.5783 -4.2005 -1.3940
H 0.0311 5.2066 -1.9813 0.3669
H -0.4270 3.5071 -2.0992 0.1829
H 0.6284 4.2088 -3.3099 0.3696
H 1.3867 3.8634 -0.3458 0.2634
H 2.4478 4.4902 -1.6128 0.5580
H 3.8638 2.6552 -0.0017 0.5661
H 4.4777 3.1255 -1.5884 0.6731
H 4.5179 0.2754 -0.4360 0.0481
H 5.9296 1.3291 -0.5838 0.2876
H 5.1180 0.6910 -2.0169 0.3913
H 2.6669 3.3167 -3.8581 0.5383
H 1.7709 1.8332 -4.2285 0.3443
H 4.7956 2.0148 -3.7381 0.4164
H 3.9888 1.7139 -5.2816 0.3418
H 3.8981 0.5033 -4.0164 0.1731
I -7.4005 -5.9074 -2.2928 0.0099
C -5.6693 -4.7955 -1.8841 0.0378
C -4.5642 -5.4352 -1.3453 -0.5281
C -3.4243 -4.6912 -1.0749 -0.3609
C -3.3984 -3.3250 -1.3166 -0.0286
C -4.5127 -2.7077 -1.8686 -0.0509
C -5.6553 -3.4377 -2.1625 -0.6375
C -2.1661 -2.5167 -0.9618 0.4856
O -1.0927 -3.1357 -0.8122 -0.9383
O -2.3059 -1.2707 -0.8294 -0.2030
H -4.5898 -6.4970 -1.1406 0.3707
H -2.5371 -5.1551 -0.6648 0.4505
H -4.4672 -1.6446 -2.0675 0.4334
H -6.5209 -2.9564 -2.5976 0.3762

9
Properties=species:S:1:pos:R:3:mulliken_charge:R:1 method="wB97M-V/def2-TZVPD" smiles="C=C=S.O=NO" orbital_gap_ev=8.5
C 0.8820 -1.2597 0.8255 -0.4352
C 0.3447 -1.5133 -0.3048 0.2815
S -0.4023 -1.6806 -1.6592 -0.3122
H 1.9346 -0.7764 1.0384 0.2205
H 0.6029 -1.6836 1.7840 0.2448
O 0.3845 2.4618 -0.0388 -0.3401
N -0.3964 1.5855 0.0328 0.3245
O -1.3202 1.7154 -1.0144 -0.3637
H -2.0299 1.1510 -0.6634 0.3799

75
Properties=species:S:1:pos:R:3:mulliken_charge:R:1 method="wB97M-V/def2-TZVPD" total_charge=+1 orbital_gap_ev=7.2
Os 0.6278 0.3146 0.2000 2.5979
N 1.1663 -0.0146 -1.8321 -0.3846
C 0.7815 1.0983 -2.7078 0.2925
C 1.5959 1.5836 -3.7055 -0.7227
C 1.1341 2.6548 -4.4683 -0.7488
C -0.1184 3.2003 -4.2322 -0.9061
C -0.9324 2.6859 -3.2264 -1.0065
C -0.4710 1.6320 -2.4596 0.7440
P -1.2936 0.7817 -1.0842 2.0956
C -2.0159 -0.6662 -1.9165 1.2878
C -3.0133 -1.4453 -1.3328 -0.7906
C -3.5312 -2.5508 -1.9863 -1.1419
C -3.0618 -2.9051 -3.2390 -0.7710
C -2.0897 -2.1270 -3.8504 -0.8445
C -1.5821 -1.0117 -3.2052 -1.1901
C -2.6039 1.8911 -0.5284 1.0001
C -3.9340 1.6117 -0.8489 -0.6212
C -4.9441 2.4805 -0.4635 -0.8426
C -4.6426 3.6354 0.2422 -0.6384
C -3.3218 3.9236 0.5529 -0.8541
C -2.3070 3.0606 0.1718 -0.2449
H 2.1772 -0.1341 -1.8057 0.3159
H 0.7941 -0.8952 -2.1917 0.2776
H 2.5773 1.1600 -3.8829 0.4952
H 1.7664 3.0679 -5.2422 0.4206
H -0.4588 4.0423 -4.8189 0.4521
H -1.9032 3.1231 -3.0286 0.5559
H -3.4222 -1.1923 -0.3670 0.8202
H -4.2949 -3.1402 -1.4983 0.4555
H -3.4615 -3.7735 -3.7455 0.4270
H -1.7378 -2.3727 -4.8437 0.4725
H -0.8804 -0.3898 -3.7441 0.4354
H -4.1991 0.7382 -1.4258 0.5216
H -5.9682 2.2516 -0.7263 0.4614
H -5.4328 4.3111 0.5418 0.4146
H -3.0670 4.8269 1.0906 0.4703
H -1.2958 3.3184 0.4309 0.0907
O -3.5172 -1.0254 1.9086 -0.6311
As -1.8746 -1.5658 1.6438 1.1684
O -1.8182 -2.9438 0.8117 -0.7776
O -1.3122 -0.0888 0.8568 -0.3981
C -1.1745 -1.6615 3.4333 -0.4589
C -2.0705 -2.0085 4.4322 -0.6917
C -1.6087 -2.2475 5.7238 -0.6777
C -0.2598 -2.1519 6.0172 -0.6976
C 0.6455 -1.7988 5.0236 -0.5089
C 0.1752 -1.5618 3.7447 0.1990
S 1.2849 -0.9887 2.5297 1.5291
O 2.6247 -1.1605 2.9957 -0.6306
O 0.8862 0.4430 2.2749 -0.8735
O 0.9597 -1.6476 1.2271 -0.8856
H -3.5470 -0.0644 2.0156 0.3461
H -3.1247 -2.0979 4.2068 0.5145
H -2.3141 -2.5142 6.4992 0.4149
H 0.0941 -2.3448 7.0206 0.4235
H 1.7021 -1.7063 5.2304 0.5553
S 1.0699 5.0232 -0.4334 -0.3562
C 0.9482 3.4401 -0.1844 0.4837
N 0.8394 2.2867 -0.0218 -0.5947
C 4.7208 1.1142 1.8604 -0.8593
N 4.6994 -0.0912 1.0227 0.2347
C 5.6826 -1.0206 1.0784 -0.1697
C 5.6106 -2.1670 0.3684 -0.8984
C 4.4585 -2.3430 -0.4464 0.8182
N 3.4985 -1.4212 -0.5083 -0.1708
C 3.5967 -0.3347 0.2515 0.3633
O 2.7035 0.5744 0.2752 -0.8897
N 4.3029 -3.4404 -1.1919 -0.3890
H 5.6887 1.1685 2.3499 0.3708
H 3.9257 1.0504 2.5999 0.2609
H 4.5642 1.9932 1.2414 0.2923
H 6.5147 -0.7896 1.7278 0.3907
H 6.3917 -2.9088 0.4243 0.3702
H 4.9588 -4.1987 -1.1458 0.2134
H 3.4382 -3.5756 -1.6861 0.2136

13
Properties=species:S:1:pos:R:3:mulliken_charge:R:1 method="wB97M-V/def2-TZVPD" smiles="NN(C=O)C(=O)NO" orbital_gap_ev=9.9
N -1.0074 1.5988 0.3024 -0.7222
N -0.4241 0.4130 0.0453 0.2816
C -1.2378 -0.8041 -0.2329 0.1361
O -2.3931 -0.8325 -0.1255 -0.3995
C 0.8642 0.5794 -0.0491 0.5127
O 1.4289 1.6401 -0.1470 -0.5657
N 1.5713 -0.6201 -0.2489 -0.1487
O 1.1206 -1.7645 0.4594 -0.4776
H -1.8374 1.6177 0.8553 0.2449
H -1.2523 2.1675 -0.4901 0.1982
H -0.5790 -1.7009 -0.4143 0.2376
H 2.4900 -0.3542 -0.0477 0.2925
H 1.1910 -2.4689 -0.3992 0.4100

83
Properties=species:S:1:pos:R:3:mulliken_charge:R:1 method="wB97M-V/def2-TZVPD" total_charge=-1 orbital_gap_ev=2.7
C 2.4913 -3.1024 -2.0553 -0.6723
C 1.2770 -4.1129 -2.0720 -0.4595
C -0.0857 -3.5023 -1.6095 -0.2713
O -0.5965 -2.7219 -2.7813 -0.6030
H 2.5794 -2.5483 -3.0106 0.0696
H 3.4280 -3.7181 -1.9766 0.3035
H 2.4963 -2.4358 -1.1735 0.2313
H 1.5379 -4.9554 -1.3991 0.3540
H 1.1323 -4.4430 -3.1242 0.2159
H 0.0850 -2.7463 -0.7950 -0.6315
H -1.1984 -3.3445 -3.1905 0.2094
C -3.0356 -3.1126 0.8779 0.2736
O -3.2973 -3.6699 1.9347 -0.6548
N -3.7989 -2.1377 0.3200 0.1643
C -3.4359 -1.5005 -0.9332 -0.5812
C -5.0089 -1.7234 1.0030 -0.6474
H -2.1377 -3.3610 0.2834 0.4112
H -3.3090 -0.4268 -0.7704 0.2842
H -4.2315 -1.6592 -1.6645 0.2752
H -2.5036 -1.9187 -1.3217 0.1880
H -4.7556 -1.3555 2.0023 0.2846
H -5.6791 -2.5802 1.1140 0.3264
H -5.5108 -0.9347 0.4389 0.0355
C -7.0219 1.2407 -0.8759 0.0740
O -6.0568 0.5094 -0.9572 -0.5575
N -7.0946 2.3317 -0.0733 0.1267
C -8.2744 3.1686 -0.0171 -0.9580
C -5.9470 2.6633 0.7530 -0.8739
H -7.9396 1.0708 -1.4628 0.2739
H -8.0165 4.1887 -0.3122 0.3369
H -8.6705 3.1788 1.0013 0.3379
H -9.0418 2.7896 -0.6906 0.2929
H -5.0750 2.8354 0.1194 0.2932
H -5.7245 1.8323 1.4248 0.2534
H -6.1554 3.5579 1.3369 0.3757
C 5.5216 0.2473 -0.9857 -0.0454
O 5.2679 -0.8024 -0.4273 -0.5385
N 4.6103 1.1170 -1.4787 0.4291
C 5.0097 2.3449 -2.1276 -1.0369
C 3.1878 0.8061 -1.3572 -0.9214
H 6.5624 0.5868 -1.1413 0.2493
H 4.5936 3.1986 -1.5855 0.3403
H 4.6333 2.3527 -3.1538 0.3417
H 6.0968 2.4328 -2.1463 0.3188
H 2.9273 0.6959 -0.3084 0.4262
H 2.9746 -0.1329 -1.8670 0.0535
H 2.5947 1.6023 -1.8006 0.3607
C 4.5943 -0.7100 -4.3567 0.5895
O 3.5926 -0.0529 -4.5494 -0.6423
N 5.3247 -1.3113 -5.3312 0.1076
C 6.5120 -2.0821 -5.0304 -0.9598
C 4.8935 -1.1765 -6.7088 -1.0059
H 5.0004 -0.8745 -3.3463 -0.0444
H 7.3755 -1.6426 -5.5380 0.3459
H 6.3792 -3.1114 -5.3725 0.3364
H 6.6970 -2.0892 -3.9571 0.3141
H 4.8722 -0.1205 -6.9867 0.2947
H 3.8859 -1.5813 -6.8197 0.2995
H 5.5761 -1.7126 -7.3664 0.3839
C -0.2751 0.0004 0.4557 0.0564
O 0.7144 0.0934 -0.2390 -0.5018
N -0.5341 0.7586 1.5539 0.2171
C -1.7390 0.5787 2.3328 -0.3906
C 0.4244 1.7719 1.9579 -1.0398
H -1.0651 -0.7389 0.2432 0.2030
H -2.3157 1.5084 2.3400 0.3298
H -1.4774 0.3119 3.3605 0.1462
H -2.3519 -0.2158 1.9070 -0.0561
H 0.5565 2.4923 1.1462 0.2714
H 1.3882 1.3013 2.1627 0.2072
H 0.0742 2.2838 2.8500 0.5097
C 0.4129 3.0927 5.8756 0.0935
O 0.6793 2.9025 4.7054 -0.5765
N 0.5231 2.1583 6.8499 0.1115
C 0.1901 2.4428 8.2300 -0.9323
C 0.9907 0.8301 6.4902 -0.8032
H 0.0502 4.0659 6.2456 0.2690
H 1.0691 2.2871 8.8599 0.3369
H -0.6105 1.7766 8.5599 0.3407
H -0.1426 3.4745 8.3364 0.2874
H 1.9867 0.8974 6.0497 0.2948
H 0.3182 0.3900 5.7522 0.1859
H 1.0254 0.1961 7.3740 0.3628

11
Properties=species:S:1:pos:R:3:mulliken_spin:R:1 method="wB97M-V/def2-TZVPD" spin_multiplicity=2 total_charge=+2 orbital_gap_ev="5.5 / 6.1" s2=0.769
H 0.6759 -0.8905 1.3075 0.0412
O -2.3955 -0.4885 -0.7017 0.0181
C -1.6312 0.5294 -0.0760 0.0439
C -0.1959 0.3309 -0.3223 0.7929
C 0.8463 -0.2033 0.4227 -0.0243
H -3.3292 -0.3074 -0.5573 -0.0003
H -1.7957 0.5256 1.0205 0.0841
H -1.9369 1.5245 -0.4446 0.0343
C 2.0615 -0.5875 0.0236 0.0553
O 3.2192 -0.7174 -0.1977 -0.0279
Al 4.4816 0.2843 -0.4746 -0.0173

Number 1: energy -167088.838 eV, molecular weight 1068.5 g/mol. Number 2: energy -18538.329 eV, molecular weight 105.1 g/mol. Number 3: energy -147609.098 eV, molecular weight 930.8 g/mol. Number 4: energy -12764.409 eV, molecular weight 119.1 g/mol. Number 5: energy -45842.481 eV, molecular weight 497.7 g/mol. Number 6: energy -14878.903 eV, molecular weight 111.1 g/mol.